[1]
The molecule C3H7ClN4O. Source: the Open Molecules 2025 dataset; level of theory: the ωB97M-V functional and the def2-TZVPD basis.

The total energy is -872.75521 hartree. The max |F| comes out at 0.068 Eh/bohr. Its SMILES is [H]/N=N/C(=C\NNCl)OC. The value obtained for the gap between HOMO and LUMO is 0.2910 Eh. Its energy above the lowest of the compared OMol25 structures with the same formula, charge and spin is 0.712 eV.

```
16
C3H7ClN4O (the ωB97M-V functional and the def2-TZVPD basis)
H -1.5540 2.6320 1.4580
N -0.6060 2.3300 1.1265
N -0.6853 1.0653 0.8441
C 0.3153 0.1818 0.3630
C 0.1190 -1.1940 0.1503
N -0.8734 -2.2118 0.1619
N -2.1998 -2.0742 0.0322
Cl -2.6000 -1.9587 -1.7871
O 1.7581 0.4746 0.3123
C 2.0475 1.5559 -0.5606
H 1.0201 -1.7682 -0.1707
H -0.4378 -3.1947 0.2033
H -2.6354 -1.0890 0.3297
H 3.1235 1.7580 -0.4562
H 1.2901 2.3430 -0.4648
H 1.9180 1.1499 -1.5417
```

---

[2]
A structure of composition C47H69BBr2F4N4O4. Source: the Open Molecules 2025 dataset; level of theory: the ωB97M-V functional and the def2-TZVPD basis.

The total energy is -7924.55124 hartree. The max |F| comes out at 0.028 Eh/bohr. The value obtained for the gap between HOMO and LUMO is 0.3300 Eh.

```
131
C47H69BBr2F4N4O4 (the ωB97M-V functional and the def2-TZVPD basis)
C 4.0982 -1.5575 -1.5741
C 5.5707 -1.4246 -1.9581
C 6.0278 0.0424 -1.8658
C 6.2433 0.7491 -3.2060
C 5.1379 0.5891 -4.2648
C 4.3146 1.8574 -4.5416
C 3.0401 1.9723 -3.6968
C 3.3084 2.3943 -2.2424
C 2.2014 3.3057 -1.7252
C 0.7779 2.7450 -1.9512
C 0.5848 1.2801 -1.5298
C -0.5397 1.0037 -0.5249
C -1.9106 1.6023 -0.8716
C -2.3424 1.5391 -2.3334
C -3.3512 2.6887 -2.5922
C -2.6092 3.9652 -2.9702
O -2.0294 3.9234 -4.2451
O -3.0696 3.5865 -5.1570
O -4.1779 2.8840 -1.4344
C -5.5212 2.9667 -1.6794
Br -6.0794 4.3624 -2.9236
Br -6.3510 3.3638 0.0516
N -2.9935 0.2784 -2.8023
C -2.8379 -0.8975 -1.9262
C -3.5451 -2.1372 -2.4443
C -2.7463 -3.1344 -3.3114
C -1.2874 -3.3732 -2.9485
N -0.4765 -3.5500 -4.1899
C 0.8729 -3.2669 -3.9866
N 1.5273 -2.3335 -4.5410
N 1.5519 -4.1462 -3.0782
B -2.4625 0.0139 -4.1605
C -3.3252 0.1588 -5.4718
O -1.1776 -0.4193 -4.3557
H 3.8945 -1.0887 -0.6180
H 3.4699 -1.0506 -2.3018
H 3.7842 -2.5968 -1.5683
H 5.6758 -1.8220 -2.9644
H 6.1479 -2.0616 -1.2958
H 6.9607 0.0918 -1.3115
H 5.3099 0.5624 -1.2469
H 7.2129 0.4611 -3.5935
H 6.3218 1.8121 -2.9873
H 5.6286 0.3479 -5.2032
H 4.4581 -0.2301 -4.0614
H 4.9302 2.7456 -4.4324
H 3.9944 1.8009 -5.5792
H 2.5865 0.9855 -3.6979
H 2.3623 2.6586 -4.1938
H 4.2647 2.8985 -2.1542
H 3.3428 1.4871 -1.6509
H 2.2375 4.2362 -2.2872
H 2.2847 3.5456 -0.6715
H 0.1232 3.3475 -1.3322
H 0.5522 2.8568 -3.0037
H 1.4891 0.8371 -1.1291
H 0.3696 0.7044 -2.4285
H -0.2348 1.4248 0.4290
H -0.5761 -0.0679 -0.3576
H -1.8767 2.6508 -0.6006
H -2.6338 1.1759 -0.1915
H -1.5023 1.7861 -2.9790
H -3.9851 2.3393 -3.3936
H -1.7809 4.0868 -2.2813
H -3.2366 4.8456 -2.8655
H -2.5553 3.4606 -5.9716
H -5.9103 2.0022 -1.9742
H -1.7871 -1.0523 -1.6732
H -3.3189 -0.6625 -0.9851
H -4.3907 -1.7868 -3.0298
H -3.9854 -2.6525 -1.6009
H -2.8470 -2.8491 -4.3532
H -3.2470 -4.0938 -3.2538
H -1.1489 -4.2853 -2.3828
H -0.8209 -2.5723 -2.3719
H -0.8007 -2.9191 -4.9135
H 0.9347 -1.7957 -5.1725
H 2.4868 -4.2160 -3.4678
H 1.6731 -3.6200 -2.2154
H -3.3572 -0.8145 -5.9578
H -2.8766 0.8545 -6.1712
H -4.3448 0.4209 -5.2165
H -0.7684 -0.7127 -3.5250
F -4.7821 -1.9765 0.7996
C -5.0401 -3.0217 1.6122
C -4.0445 -3.4877 2.4466
C -4.3201 -4.5612 3.2812
C -5.5758 -5.1531 3.2656
C -6.5603 -4.6707 2.4147
C -6.2955 -3.5941 1.5817
H -3.0706 -3.0157 2.4388
H -3.5521 -4.9351 3.9447
H -5.7859 -5.9919 3.9158
H -7.5376 -5.1337 2.3980
H -7.0509 -3.1976 0.9164
F 1.4667 2.8595 1.5056
C 2.2154 3.6035 2.3487
C 2.6212 3.0545 3.5477
C 3.3888 3.8235 4.4101
C 3.7298 5.1250 4.0685
C 3.3090 5.6575 2.8582
C 2.5486 4.8927 1.9857
H 2.3364 2.0411 3.7998
H 3.7173 3.4064 5.3521
H 4.3234 5.7232 4.7466
H 3.5708 6.6726 2.5919
H 2.2148 5.2882 1.0354
F 2.2042 3.9501 7.8533
C 1.5684 2.7649 7.7686
C 0.1987 2.7223 7.9336
C -0.4517 1.5003 7.8360
C 0.2705 0.3411 7.5856
C 1.6473 0.4040 7.4296
C 2.3028 1.6230 7.5151
H -0.3460 3.6356 8.1332
H -1.5260 1.4545 7.9541
H -0.2396 -0.6069 7.5125
H 2.2125 -0.4968 7.2386
H 3.3753 1.6903 7.3848
F 0.8995 -2.3607 6.3349
C 0.2810 -3.5544 6.2217
C -1.0921 -3.6140 6.3496
C -1.7209 -4.8438 6.2217
C -0.9745 -5.9888 5.9790
C 0.4055 -5.9055 5.8600
C 1.0420 -4.6792 5.9766
H -1.6559 -2.7107 6.5426
H -2.7973 -4.9087 6.3107
H -1.4695 -6.9460 5.8818
H 0.9889 -6.7970 5.6743
H 2.1157 -4.5905 5.8778
```

---

> Which value of max |F| does entry 2 give?

0.028 Eh/bohr

---

Please write out number 1 again, unchanged.
The molecule C3H7ClN4O. Source: the Open Molecules 2025 dataset; level of theory: the ωB97M-V functional and the def2-TZVPD basis.

The total energy is -872.75521 hartree. The max |F| comes out at 0.068 Eh/bohr. Its SMILES is [H]/N=N/C(=C\NNCl)OC. The value obtained for the gap between HOMO and LUMO is 0.2910 Eh. Its energy above the lowest of the compared OMol25 structures with the same formula, charge and spin is 0.712 eV.

```
16
C3H7ClN4O (the ωB97M-V functional and the def2-TZVPD basis)
H -1.5540 2.6320 1.4580
N -0.6060 2.3300 1.1265
N -0.6853 1.0653 0.8441
C 0.3153 0.1818 0.3630
C 0.1190 -1.1940 0.1503
N -0.8734 -2.2118 0.1619
N -2.1998 -2.0742 0.0322
Cl -2.6000 -1.9587 -1.7871
O 1.7581 0.4746 0.3123
C 2.0475 1.5559 -0.5606
H 1.0201 -1.7682 -0.1707
H -0.4378 -3.1947 0.2033
H -2.6354 -1.0890 0.3297
H 3.1235 1.7580 -0.4562
H 1.2901 2.3430 -0.4648
H 1.9180 1.1499 -1.5417
```